Molecular formula: C24H21Cl2NO4PdS3
Method: DFT, ωB97M-V with the def2-TZVPD basis set

Calculated values
- E_tot: -95938.00528 eV
- Energy above the lowest of the compared OMol25 structures with the same formula, charge and spin: 44.8 kJ/mol
- Frontier orbital gap: 5.217 eV
- Largest force on an atom: 4.0 eV/Å

```
! RIJCOSX wB97M-V def2-TZVPD def2/J DEFGRID3
* xyz -2 1
Pd 0.8972 0.0112 -1.3440
Cl -0.0644 -5.3167 -4.4857
Cl -4.6997 -2.5306 -3.8116
S 0.5593 0.1999 3.4476
S 4.6649 1.2715 2.3673
S 2.1715 2.8794 -0.7387
O -4.6446 0.4009 0.9418
O 1.3117 0.1128 0.7875
O 1.1112 -0.0392 -3.4749
O 1.0360 -2.9355 -2.9837
N -2.8550 -0.9930 0.3971
C 5.9780 0.8147 1.4010
C -2.3532 -3.8566 -4.1034
C 2.1734 2.1372 3.8112
C 1.7748 2.5352 0.9167
C 0.6345 0.8802 4.9950
C 1.0397 4.6572 0.7172
C -2.1642 -1.4806 -3.5345
C 1.7820 1.2138 2.8903
C 5.5845 0.1971 0.2549
C -5.2663 -1.5849 -0.0936
C -0.8094 -1.5309 -3.3884
C 1.1652 3.5298 1.5292
C -1.8585 -0.0266 0.9542
C 4.1511 0.2770 0.0926
C -2.9339 -2.6275 -3.8138
C 1.5795 4.5088 -0.5403
C -4.2096 -0.6751 0.5038
C -0.1198 -2.7847 -3.4118
C -0.1006 -0.2546 -3.1549
C -2.2651 -2.2423 -0.1192
C 3.5376 0.7926 1.1919
C 1.5257 1.8764 5.0596
C -0.9581 -3.8980 -3.8822
C 2.0558 1.0527 1.4070
H 6.2783 -0.1570 -0.4438
H 0.6191 5.5778 1.0729
H 6.9664 0.8747 1.7827
H -1.6832 -2.7961 0.6123
H 3.5661 -0.2094 -0.6853
H -5.0237 -2.5976 -0.4378
H -1.5032 -2.0566 -0.9263
H 2.8775 2.9556 3.7167
H -2.7005 -0.5643 -3.4613
H -2.8925 -4.7453 -4.3399
H -5.6383 -0.9969 -0.9141
H -0.7703 0.6627 -3.2523
H -1.8455 -0.0726 2.0627
H -6.1031 -1.5936 0.5995
H 0.0297 0.4828 5.7555
H -0.8869 -0.2783 0.5683
H 1.8587 5.1990 -1.3269
H 0.8092 3.4418 2.5440
H -2.9794 -3.0275 -0.5107
H 1.7241 2.3300 6.0402
H -2.1334 0.9993 0.7583
*
```